{
  "formula": "C4H3FS2",
  "method": "ωB97M-V/def2-TZVPD",
  "homo_ha": -0.3236,
  "smiles": "FC1=CCSC1=S",
  "orbital_gap_ha": 0.3034,
  "e_above_lowest_ev": 0.0608,
  "e_tot_ha": -1050.4305,
  "elements": ["C", "F", "H", "C", "C", "H", "H", "S", "S", "C"],
  "xyz": [[-1.31790, -0.39950, 0.01231], [1.75614, 1.63658, -0.12901], [-0.92432, 1.86864, 0.13654], [1.29267, -0.75490, -0.04354], [0.82535, 0.67543, -0.04610], [-2.04793, -0.39091, -0.78570], [-1.84790, -0.63118, 0.95683], [2.86670, -1.10639, 0.00619], [-0.10744, -1.77197, -0.11556], [-0.49535, 0.87421, 0.00803]]
}